A 2-piece molecular cluster, C4H10NP overall at a distorted geometry. Source: the Open Molecules 2025 dataset; level of theory: ωB97M-V/def2-TZVPD.

```
16
Properties=species:S:1:pos:R:3:nbo_charge:R:1
C 2.909 0.208 0.926 -0.42
N 1.429 0.271 0.695 -0.62
C 0.458 0.922 1.652 -0.27
C -0.673 0.833 0.765 -0.61
P 0.758 1.866 0.105 0.69
H 3.386 0.004 -0.022 0.21
H 3.316 1.140 1.348 0.17
H 3.062 -0.532 1.648 0.20
H 0.235 1.011 2.655 0.23
H -0.876 -0.109 0.470 0.21
H -1.558 1.370 1.031 0.21
C -2.524 -1.413 -2.228 -0.86
H -2.170 -1.219 -1.198 0.22
H -3.642 -1.450 -2.492 0.22
H -2.054 -2.309 -2.604 0.21
H -2.058 -0.592 -2.750 0.21
```

Computed properties:
- Kohn-Sham gap: 9.0840 eV
- HOMO: -8.1 eV
- Lowest unoccupied orbital energy: 1.03 eV
- SMILES string: CN1[C@@H]2CP21.C
- Total charge: 0
- ΔE to the lowest compared entry with this formula, charge and spin: 256.1 kJ/mol